(1)
Below is an isolated molecule of C18H17N3O3S2 in a non-equilibrium geometry, with properties calculated with ωB97M-V with the def2-TZVPD basis set.

Each line ends with the Löwdin charge.
CARTESIAN COORDINATES (ANGSTROEM)
1 C -6.9652 -1.8656 -0.9220  -0.08
2 O -6.4437 -0.8901 -0.0526  -0.11
3 C -5.1383 -0.5071 -0.1904  -0.19
4 C -4.2955 -1.0268 -1.1703  -0.01
5 C -2.9849 -0.6186 -1.2975  -0.02
6 C -2.4729 0.3416 -0.4272  -0.24
7 C -1.1038 0.7652 -0.5587  -0.52
8 N -0.2814 0.3308 -1.4502  0.02
9 N 0.9308 0.8464 -1.3961  -0.02
10 C 1.0908 1.7057 -0.4474  -0.62
11 N 2.2276 2.4020 -0.1575  0.09
12 C 3.5104 2.2374 -0.6342  -0.52
13 O 4.3705 3.0129 -0.2865  0.08
14 C 3.7523 1.0580 -1.5299  -0.36
15 S 3.5731 -0.4984 -0.5824  0.97
16 C 5.1828 -0.7540 0.1252  -0.52
17 C 6.1103 0.2570 0.3269  -0.09
18 C 7.3363 -0.0500 0.8938  -0.08
19 C 7.6370 -1.3467 1.2712  -0.10
20 C 6.7003 -2.3506 1.0810  -0.09
21 C 5.4787 -2.0589 0.5074  -0.13
22 S -0.3638 1.9614 0.5165  1.11
23 C -3.3041 0.8640 0.5586  0.03
24 C -4.6255 0.4613 0.6995  -0.19
25 O -5.2828 1.0851 1.7133  -0.06
26 C -6.5971 0.7286 2.0808  -0.07
27 H -6.9394 -1.5330 -1.9643  0.10
28 H -6.4329 -2.8171 -0.8269  0.10
29 H -8.0010 -2.0008 -0.6138  0.10
30 H -4.6700 -1.7691 -1.8561  0.10
31 H -2.3477 -1.0316 -2.0613  0.11
32 H 2.1333 3.1492 0.5210  0.15
33 H 4.7539 1.0994 -1.9539  0.09
34 H 2.9917 0.9920 -2.3059  0.07
35 H 5.8945 1.2794 0.0629  0.08
36 H 8.0567 0.7401 1.0456  0.10
37 H 8.5947 -1.5747 1.7143  0.10
38 H 6.9243 -3.3655 1.3745  0.10
39 H 4.7430 -2.8325 0.3479  0.10
40 H -2.9391 1.6073 1.2513  0.10
41 H -7.3134 0.9407 1.2848  0.09
42 H -6.8234 1.3496 2.9475  0.09
43 H -6.6671 -0.3244 2.3609  0.10

Computed properties:
Frontier orbital gap, eV: 8.2
E_HOMO, eV: -8.070
Relative energy (zero: lowest compared OMol25 entry of this formula, charge and spin), kJ/mol: 180.3
Maximum force, eV Å⁻¹: 1.7
Electronic energy, eV: -51224.1176



(2)
Below is a structure of composition C22H23I2N4O5RbS, with properties calculated with ωB97M-V with the def2-TZVPD basis set.

Each line ends with the Löwdin charge.
CARTESIAN COORDINATES (ANGSTROEM)
1 Rb 0.0680 -0.1098 1.5902  0.86
2 I 7.8403 -0.1421 4.4011  0.72
3 C 5.9030 -0.7308 3.8076  -0.75
4 C 4.8015 -0.2347 4.4826  -0.26
5 C 3.5451 -0.6452 4.0738  -0.62
6 I 1.8521 0.1333 5.0522  0.87
7 C 3.2969 -1.5528 2.9992  -0.51
8 O 2.1410 -1.9163 2.6315  -0.21
9 C 4.4911 -2.0120 2.3379  -0.17
10 C 4.2992 -2.9416 1.1630  -0.18
11 N 3.5315 -2.3876 0.0502  -0.05
12 C 4.0923 -1.1608 -0.4834  -0.18
13 C 3.1188 -0.4557 -1.3957  -0.26
14 C 3.5531 0.2392 -2.5149  -0.05
15 C 2.6295 0.9667 -3.2533  -0.08
16 C 1.3039 0.9721 -2.8658  -0.05
17 C 0.9513 0.2179 -1.7546  -0.13
18 N 1.8320 -0.4773 -1.0375  0.10
19 C 5.7465 -1.6055 2.7376  -0.15
20 H 4.9117 0.4600 5.3031  0.07
21 H 3.7677 -3.8369 1.4935  0.12
22 H 5.2840 -3.2579 0.7987  0.11
23 H 2.6017 -2.1746 0.3982  0.05
24 H 5.0104 -1.3835 -1.0390  0.11
25 H 4.3734 -0.4475 0.3091  0.13
26 H 4.6012 0.2250 -2.7905  0.10
27 H 2.9542 1.5370 -4.1169  0.09
28 H 0.5500 1.5670 -3.3602  0.10
29 H -0.0800 0.1939 -1.4205  0.08
30 H 6.6170 -1.9704 2.2029  0.09
31 C -7.5967 1.8487 -3.0579  -0.08
32 C -6.4717 1.4407 -2.1419  -0.30
33 C -5.1485 1.7135 -2.4663  -0.04
34 C -4.1015 1.3256 -1.6362  -0.05
35 C -4.3882 0.6582 -0.4531  -0.25
36 C -5.7066 0.3859 -0.1051  -0.06
37 C -6.7362 0.7738 -0.9475  -0.07
38 S -3.0626 0.1464 0.6363  0.45
39 O -3.6550 -0.8340 1.5335  -0.37
40 O -2.0869 -0.4334 -0.3012  -0.44
41 N -2.5422 1.3563 1.4347  -0.27
42 C -2.1702 2.5826 0.7050  -0.23
43 C -0.9290 2.5533 -0.2383  -0.74
44 O -1.1405 2.7848 -1.4522  -0.07
45 O 0.1800 2.3126 0.3042  -0.19
46 H -7.2142 2.3555 -3.9448  0.06
47 H -8.2929 2.5289 -2.5606  0.07
48 H -8.1731 0.9824 -3.3929  0.07
49 H -4.9258 2.2387 -3.3897  0.10
50 H -3.0715 1.5519 -1.8952  0.10
51 H -5.8959 -0.1404 0.8211  0.10
52 H -7.7650 0.5507 -0.6784  0.10
53 H -1.9573 3.3389 1.4650  0.10
54 H -3.0084 2.9633 0.1105  0.09
55 N 0.0096 -3.2834 0.4447  0.02
56 H -0.8440 -2.7334 0.4252  -0.02
57 H 0.5865 -2.9491 -0.3201  -0.01
58 H 0.5196 -3.0881 1.3014  -0.03

Computed properties:
Frontier orbital gap, eV: 5.7
E_HOMO, eV: -2.228
Relative energy (zero: lowest compared OMol25 entry of this formula, charge and spin), kJ/mol: 0.0
Maximum force, eV Å⁻¹: 0.4
Net charge: -2
Electronic energy, eV: -67080.7910